(1)
3 unconnected molecules or ions with the total composition C3H12N2O3. Source: the OMol25 dataset; level of theory: the ωB97M-V functional and the def2-TZVPD basis.

The geometry in XYZ format:
```
20
Properties=species:S:1:pos:R:3:lowdin_charge:R:1
O 0.182 -2.593 1.468 -0.08
O -1.994 0.689 -1.530 0.03
O 1.035 0.228 -2.546 -0.06
N 0.394 0.245 1.051 -0.12
N -1.649 2.044 0.368 0.16
C -1.511 0.964 -0.447 -0.51
C -0.762 -0.313 0.256 -0.16
C 1.597 0.447 0.132 -0.12
H 1.783 -0.471 -0.507 0.09
H 1.555 1.412 -0.397 0.08
H 0.602 -0.565 1.638 0.05
H -1.425 -0.727 0.957 0.08
H 0.474 0.149 -3.263 0.00
H 0.008 -3.261 2.075 0.00
H -0.485 -1.039 -0.552 0.11
H 0.396 0.375 -1.783 0.01
H -2.135 2.830 0.031 0.08
H 0.930 -3.116 0.874 0.16
H -1.386 2.089 1.383 0.13
H 2.391 0.615 0.795 0.05
```

Results
Electronic energy: -12427.1845 eV
Kohn-Sham gap: 9.34 eV
Charge: 0
SMILES: CNCC(N)=O.O.O



(2)
3 unconnected molecules or ions with the total composition C3H12N2O4. Source: the OMol25 dataset; level of theory: the ωB97M-V functional and the def2-TZVPD basis.

The geometry in XYZ format:
```
21
Properties=species:S:1:pos:R:3:lowdin_charge:R:1
O -1.728 -0.430 -0.281 -0.16
O 2.888 -1.099 1.060 -0.09
O -2.468 1.086 1.654 0.04
O 2.502 0.971 0.143 -0.11
N 1.926 -0.307 0.416 -0.21
N -0.298 0.218 1.974 0.08
C -0.758 -1.017 -1.324 -0.21
C -0.191 0.065 -2.214 -0.09
C -1.123 1.091 1.531 -0.32
H -2.736 0.166 1.813 0.11
H -0.991 0.662 -2.667 0.08
H 0.464 0.707 -1.635 0.05
H 0.398 -0.396 -3.004 0.08
H -0.683 -0.739 1.946 0.09
H -2.368 0.119 -0.751 0.08
H 0.018 -1.466 -0.705 0.09
H -1.317 -1.768 -1.902 0.11
H 1.013 -0.061 1.108 0.09
H -0.732 2.101 1.469 0.14
H 3.127 0.831 -0.588 0.08
H 3.059 -0.734 1.957 0.09
```

Results
Electronic energy: -14471.2652 eV
Kohn-Sham gap: 9.13 eV
Charge: 0
SMILES: [H]/N=C\O.CCO.ONO



(3)
A molecular structure, C3H12N2OP. Source: the OMol25 dataset; level of theory: the ωB97M-V functional and the def2-TZVPD basis.

The geometry in XYZ format:
```
19
Properties=species:S:1:pos:R:3:lowdin_charge:R:1
P 0.581 0.195 0.090 0.93
O -0.534 1.269 -0.178 -0.34
N 2.303 0.468 -1.341 -0.03
N -0.061 -1.339 -0.292 -0.17
C -1.442 1.586 -1.257 -0.02
C 0.954 0.686 1.792 -0.15
C -1.293 -1.848 0.241 -0.07
H 0.582 -0.162 2.514 0.11
H -2.323 2.041 -0.814 0.11
H 3.161 0.140 -0.863 0.01
H 2.059 0.604 2.069 0.09
H 2.304 1.454 -1.610 0.00
H 0.645 1.678 1.838 0.03
H -1.067 -2.457 1.000 0.06
H -1.890 -1.091 0.480 0.06
H -0.762 2.062 -1.952 0.09
H -1.684 -2.458 -0.472 0.08
H 0.750 -1.851 -0.586 0.09
H -1.678 0.609 -1.784 0.11
```

Results
Electronic energy: -17613.4587 eV
Kohn-Sham gap: 10.00 eV
Charge: +1



(4)
2 unconnected molecules or ions with the total composition C3H12N2OS. Source: the OMol25 dataset; level of theory: the ωB97M-V functional and the def2-TZVPD basis.

The geometry in XYZ format:
```
19
Properties=species:S:1:pos:R:3:lowdin_charge:R:1
S -1.058 -2.840 -1.212 0.68
O 2.779 -0.218 1.227 -0.09
N 0.341 1.561 1.249 0.01
N 0.605 0.233 -1.402 0.06
C -1.400 -1.057 -0.861 -0.52
C -0.217 -0.290 -0.316 -0.50
C -0.743 0.840 0.590 -0.25
H 0.820 1.206 -1.227 0.06
H -1.390 1.446 -0.043 0.12
H -2.292 -1.009 -0.242 0.06
H 0.658 2.269 0.645 0.05
H -2.036 -2.994 -2.110 -0.16
H -1.426 0.339 1.278 0.12
H -0.069 2.114 2.004 0.09
H -1.569 -0.685 -1.872 0.07
H 2.034 0.407 1.188 -0.02
H 3.068 -0.188 2.145 0.03
H 1.506 -0.228 -1.403 0.08
H 0.389 -0.906 0.361 0.12
```

Results
Electronic energy: -19168.3427 eV
Kohn-Sham gap: 9.57 eV
Charge: 0
SMILES: NC[C@H](N)CS.O



(5)
2 unconnected molecules or ions with the total composition C3H12N2OS. Source: the OMol25 dataset; level of theory: the ωB97M-V functional and the def2-TZVPD basis.

The geometry in XYZ format:
```
19
Properties=species:S:1:pos:R:3:lowdin_charge:R:1
S 0.931 -2.438 2.723 1.09
O -3.133 0.905 -2.830 -0.06
N 1.165 0.802 1.553 0.06
N -0.259 1.398 -0.760 0.01
C 1.370 -1.562 1.065 -0.33
C 0.177 0.015 -0.622 -0.24
C 0.536 -0.314 0.837 -0.49
H 0.464 1.541 1.518 0.08
H 2.427 -1.352 1.229 0.10
H -1.087 1.604 -0.214 0.08
H 0.832 -1.274 3.448 -0.04
H -0.395 -0.471 1.368 0.12
H 1.154 0.037 -1.122 0.13
H -2.344 0.481 -3.181 0.02
H -0.508 1.551 -1.729 0.07
H -0.574 -0.722 -1.058 0.14
H -3.751 0.846 -3.567 0.04
H 1.907 1.277 1.034 0.10
H 1.088 -2.324 0.308 0.10
```

Results
Electronic energy: -19159.0337 eV
Spin multiplicity: 2
Kohn-Sham gap (alpha / beta): 9.22 / 4.29 eV
<S²>: 0.75
Charge: +1



(6)
A molecular structure, C3H12N2OS. Source: the OMol25 dataset; level of theory: the ωB97M-V functional and the def2-TZVPD basis.

The geometry in XYZ format:
```
19
Properties=species:S:1:pos:R:3:lowdin_charge:R:1
S -0.216 2.100 -0.419 1.06
O 2.957 0.429 -0.838 0.15
N 2.665 -1.069 0.834 0.24
N -3.027 -0.350 0.012 0.10
C 2.370 -0.642 -0.377 -0.18
C -1.176 -0.258 0.549 -0.13
C -0.425 0.388 -0.420 -0.65
H 2.886 0.510 -1.789 0.16
H -1.383 0.296 1.463 0.10
H 3.397 -0.639 1.379 0.16
H -3.783 0.169 0.472 0.11
H -3.264 -1.319 -0.225 0.11
H 0.994 1.932 0.352 0.03
H -0.958 2.517 0.644 0.01
H -0.494 0.108 -1.451 0.06
H -3.035 0.117 -0.988 0.16
H -1.041 -1.412 0.509 0.14
H 1.459 -0.933 -0.920 0.14
H 2.074 -1.943 1.214 0.23
```

Results
Electronic energy: -19148.3290 eV
Kohn-Sham gap: 8.85 eV
Charge: +2



(7)
2 unconnected molecules or ions with the total composition C3H12N2S. Source: the OMol25 dataset; level of theory: the ωB97M-V functional and the def2-TZVPD basis.

The geometry in XYZ format:
```
18
Properties=species:S:1:pos:R:3:lowdin_charge:R:1
S -0.151 0.739 -2.215 0.71
N 0.924 -1.141 2.449 -0.01
N -0.035 0.829 3.670 0.00
C -1.245 0.357 -3.704 -0.37
C -0.079 -0.615 3.484 -0.32
C 0.629 -0.765 -1.487 -0.43
H 0.732 -0.872 1.481 0.03
H -1.188 -0.638 -3.695 -0.05
H 1.515 -0.445 -1.000 0.00
H 0.188 -1.132 -0.604 -0.01
H -0.828 0.869 -4.588 0.03
H -2.314 0.814 -3.655 0.07
H 0.890 1.239 3.809 0.07
H -1.016 -1.089 3.144 0.10
H -0.491 1.371 3.030 0.02
H 1.789 -0.821 2.678 -0.01
H 1.025 -1.519 -2.155 0.04
H 0.073 -1.292 4.405 0.12
```

Results
Electronic energy: -17119.1011 eV
Kohn-Sham gap: 9.50 eV
Charge: 0
SMILES: CSC.NCN



(8)
2 unconnected molecules or ions with the total composition C3H12N2S. Source: the OMol25 dataset; level of theory: the ωB97M-V functional and the def2-TZVPD basis.

The geometry in XYZ format:
```
18
Properties=species:S:1:pos:R:3:lowdin_charge:R:1
S -0.328 -1.081 -0.503 0.45
N 0.724 1.469 -1.539 -0.14
N 1.012 0.023 2.179 -0.03
C -0.223 -0.763 2.421 -0.39
C -1.311 -0.527 1.400 -0.28
C 0.285 1.477 -2.954 -0.16
H -1.605 0.506 1.206 0.05
H 1.012 2.416 -1.287 0.09
H -0.627 -0.511 3.445 0.12
H 0.940 2.115 -3.620 0.09
H 1.526 0.852 -1.360 0.08
H 1.173 -0.130 1.178 -0.02
H -2.164 -1.228 1.413 0.05
H 0.263 0.413 -3.309 0.08
H -0.728 1.828 -3.003 0.06
H -0.008 0.287 -0.952 -0.19
H 0.793 0.996 2.248 0.04
H 0.022 -1.818 2.405 0.09
```

Results
Electronic energy: -17119.3378 eV
Kohn-Sham gap: 9.06 eV
Charge: 0
SMILES: NCCS.CN



(9)
2 unconnected molecules or ions with the total composition C3H12N2S2. Source: the OMol25 dataset; level of theory: the ωB97M-V functional and the def2-TZVPD basis.

The geometry in XYZ format:
```
19
Properties=species:S:1:pos:R:3:lowdin_charge:R:1
S -1.081 0.653 -1.426 0.43
S -2.466 -0.799 -1.911 0.44
N 0.749 -0.247 1.345 -0.04
N 1.186 1.674 2.943 -0.03
C 1.712 0.611 2.105 -0.38
C -1.722 -2.092 -0.886 -0.50
C -0.148 0.746 -2.988 -0.48
H 2.358 1.037 1.272 0.12
H -0.437 1.566 -3.684 0.04
H -2.352 -2.308 -0.015 0.03
H 0.859 0.966 -2.571 0.02
H 0.078 0.345 0.853 -0.03
H 0.462 1.304 3.609 0.08
H 0.155 -0.765 2.034 0.07
H 0.771 2.431 2.374 0.07
H -0.700 -1.764 -0.636 0.00
H 2.266 -0.147 2.674 0.10
H -1.572 -2.993 -1.540 0.04
H -0.118 -0.217 -3.551 0.04
```

Results
Electronic energy: -27955.7297 eV
Kohn-Sham gap: 9.23 eV
Charge: 0
SMILES: CSSC.NCN



(10)
2 unconnected molecules or ions with the total composition C3H12N3O. Source: the OMol25 dataset; level of theory: the ωB97M-V functional and the def2-TZVPD basis.

The geometry in XYZ format:
```
19
Properties=species:S:1:pos:R:3:lowdin_charge:R:1
O 1.305 -0.046 -0.711 -0.03
N -0.799 -1.401 0.538 0.05
N 1.697 2.168 -0.367 0.15
N 1.510 0.657 1.428 0.12
C 1.505 0.893 0.064 -0.70
C -2.001 -1.672 -0.305 -0.31
C -2.751 -0.439 -0.857 -0.11
H -0.966 -0.786 1.358 0.04
H -3.583 -0.798 -1.483 0.07
H -2.058 0.117 -1.514 0.07
H -3.148 0.242 -0.111 0.05
H 1.991 -0.155 1.740 0.07
H -2.712 -2.191 0.325 0.08
H 1.403 2.909 0.270 0.10
H 1.845 1.462 1.939 0.08
H -1.629 -2.340 -1.042 0.09
H -0.065 -0.899 -0.011 0.06
H 1.510 2.419 -1.323 0.10
H -0.397 -2.275 0.931 0.02
```

Results
Electronic energy: -9821.2644 eV
Spin multiplicity: 2
Kohn-Sham gap (alpha / beta): 3.60 / 11.19 eV
<S²>: 0.75
Charge: 0



(11)
2 unconnected molecules or ions with the total composition C3H12N3O. Source: the OMol25 dataset; level of theory: the ωB97M-V functional and the def2-TZVPD basis.

The geometry in XYZ format:
```
19
Properties=species:S:1:pos:R:3:lowdin_charge:R:1
O -1.050 -0.592 2.300 -0.17
N -0.726 0.879 -0.523 0.22
N 1.015 -0.320 0.339 0.20
N 1.170 0.576 -1.798 0.05
C 0.660 1.340 -2.937 -0.03
C 0.485 0.378 -0.686 -0.44
C -1.283 -1.955 2.756 -0.09
H 2.141 0.323 -1.864 0.16
H 1.822 -0.879 0.104 0.13
H 1.126 0.925 -3.819 0.10
H 0.319 -0.718 0.962 0.08
H -1.286 0.800 0.320 0.13
H -0.413 1.225 -3.062 0.09
H -2.331 -2.134 2.789 0.07
H -0.874 -0.077 3.099 0.10
H 0.860 2.400 -2.807 0.10
H -0.817 -2.650 2.060 0.08
H -1.120 1.580 -1.120 0.12
H -0.765 -2.117 3.702 0.09
```

Results
Electronic energy: -9817.9378 eV
Kohn-Sham gap: 11.84 eV
Charge: +1



(12)
A gas-phase ion, C3H12N3O (charge +1). Source: the OMol25 dataset; level of theory: the ωB97M-V functional and the def2-TZVPD basis.

The geometry in XYZ format:
```
19
Properties=species:S:1:pos:R:3:lowdin_charge:R:1
O 0.843 -1.829 -1.426 -0.02
N -0.790 -0.024 -1.710 0.03
N 1.864 0.285 0.088 0.06
N -1.177 1.307 0.616 0.18
C -0.134 -1.040 -0.826 -0.35
C 0.585 -0.327 0.593 -0.32
C -0.302 0.415 1.475 -0.14
H 1.515 0.874 -0.652 0.06
H -2.004 1.456 1.147 0.14
H -0.899 -1.911 -0.545 0.19
H 1.524 -1.195 -1.728 0.10
H -1.486 -0.505 -2.269 0.10
H 0.913 -1.254 1.140 0.16
H 0.458 0.935 2.094 0.14
H -1.292 0.738 -0.265 0.08
H -0.701 2.197 0.298 0.20
H 2.236 0.853 0.857 0.09
H -0.285 0.615 -2.377 0.13
H -1.015 -0.223 2.074 0.16
```

Results
Electronic energy: -9815.6316 eV
Kohn-Sham gap: 10.71 eV
Charge: +1
SMILES: N[C@@H](O)[C@@H](N)C[NH3+]